Computed, not measured: 2 unconnected molecules or ions with the total composition C4H4NO3 at a distorted geometry, with ωB97M-V/def2-TZVPD.

Its net charge is -1. For the gap between HOMO and LUMO, the calculation gives 8.11 eV. For the LUMO energy, the calculation gives 0.1401 Ha. The energy above the lowest of the compared OMol25 structures with the same formula, charge and spin is 321.22 kJ/mol. Its spin multiplicity is 1. Its electronic energy is -435.2412 Eh.

Element x y z (Å)
C: 1.062 1.099 0.216
C: -2.092 -1.957 0.947
C: 1.118 0.506 1.315
C: 0.665 1.156 -1.112
N: -1.204 -1.792 -0.016
O: 1.163 2.318 -1.748
O: -0.043 0.395 -1.781
O: 1.284 0.313 2.468
H: -1.317 -2.503 -0.811
H: -1.945 -1.268 1.763
H: -0.478 -0.972 -0.235
H: 1.786 2.705 -1.006

***

Computed, not measured: a single C9H24O2Si2 molecule at a distorted geometry, with ωB97M-V/def2-TZVPD.

The SMILES is C[Si](C)(C)OCCCO[Si](C)(C)C. For the gap between HOMO and LUMO, the calculation gives 10.52 eV. For the LUMO energy, the calculation gives 0.0295 Ha. The energy above the lowest of the compared OMol25 structures with the same formula, charge and spin is 0.00 kJ/mol. Its spin multiplicity is 1. Its electronic energy is -1086.8968 Eh.

Element x y z (Å)
O: -0.548 -2.535 0.107
O: 1.652 0.792 -1.494
C: 0.125 -1.626 -0.698
C: 2.336 -0.346 -1.110
C: 1.537 -1.323 -0.207
C: -1.939 -0.596 1.931
C: -2.759 -3.485 1.672
C: -3.327 -1.710 -0.668
C: 2.484 2.136 1.044
C: 2.510 3.541 -1.781
C: -0.092 2.698 -0.498
Si: -2.053 -2.044 0.675
Si: 1.705 2.223 -0.677
H: -0.485 -0.676 -0.719
H: 0.156 -2.033 -1.743
H: 3.254 -0.014 -0.611
H: 2.619 -0.826 -2.046
H: 1.548 -1.001 0.824
H: 2.136 -2.259 -0.193
H: -2.936 -0.348 2.219
H: -1.473 0.281 1.486
H: -1.387 -0.849 2.814
H: -3.154 -4.309 1.081
H: -1.984 -3.873 2.323
H: -3.558 -3.060 2.293
H: -3.604 -0.661 -0.701
H: -4.233 -2.264 -0.473
H: -3.008 -1.974 -1.669
H: 3.426 1.564 1.042
H: 2.660 3.163 1.365
H: 1.854 1.692 1.776
H: 1.707 3.717 -2.498
H: 2.734 4.416 -1.158
H: 3.405 3.201 -2.288
H: -0.658 1.835 -0.141
H: -0.434 3.020 -1.479
H: -0.216 3.531 0.198

***

Computed, not measured: a single C4H10N4O2S molecule at a distorted geometry, with ωB97M-V/def2-TZVPD.

The SMILES is [H]/N=C(\N/C(N)=N/[H])C(O)(O)CS. For the gap between HOMO and LUMO, the calculation gives 8.99 eV. For the LUMO energy, the calculation gives 0.0113 Ha. The energy above the lowest of the compared OMol25 structures with the same formula, charge and spin is 0.00 kJ/mol. Its spin multiplicity is 1. Its electronic energy is -926.1127 Eh.

Element x y z (Å)
C: -0.252 0.753 1.138
C: 0.724 -0.395 -1.558
C: -1.627 1.137 0.388
C: 0.612 -0.610 0.951
N: 0.948 -1.234 -2.622
N: 0.428 0.836 -1.662
N: 1.029 -1.135 2.009
N: 0.949 -0.996 -0.332
O: -0.591 0.805 2.478
O: 0.673 1.767 0.848
S: -2.757 -0.287 0.529
H: -2.028 1.984 0.935
H: -1.471 1.339 -0.663
H: 0.650 -0.899 -3.526
H: 0.898 -2.234 -2.503
H: 0.270 1.152 -2.613
H: 0.755 1.785 -0.128
H: 1.701 -1.891 1.895
H: 0.141 0.423 2.986
H: 1.511 -1.840 -0.381
H: -2.563 -0.460 1.831

***

Computed, not measured: 6 unconnected molecules or ions with the total composition C6H24NO6 at a distorted geometry, with ωB97M-V/def2-TZVPD.

Its net charge is -1. For the gap between HOMO and LUMO, the calculation gives 7.50 eV. For the LUMO energy, the calculation gives 0.1079 Ha. The energy above the lowest of the compared OMol25 structures with the same formula, charge and spin is 202.81 kJ/mol. Its spin multiplicity is 1. Its electronic energy is -749.1874 Eh.

Element x y z (Å)
C: 0.737 -2.506 1.365
C: 0.392 -1.812 0.041
N: 0.420 -0.362 0.203
C: 1.659 0.174 0.761
C: 1.082 0.417 -2.200
C: 0.052 0.297 -1.075
C: -0.485 1.676 -0.619
O: -1.844 1.947 -0.914
H: 1.794 -2.658 1.527
H: 0.229 -1.936 2.143
H: 0.388 -3.539 1.355
H: 1.059 -2.138 -0.784
H: -0.589 -2.162 -0.272
H: 1.396 1.179 1.047
H: 1.879 -0.419 1.649
H: 2.553 0.061 0.134
H: 1.786 1.231 -2.002
H: 1.503 -0.576 -2.322
H: 0.589 0.778 -3.102
H: -0.848 -0.203 -1.423
H: -0.023 2.505 -1.185
H: -0.394 1.768 0.470
H: -1.922 -1.729 1.157
H: -3.009 -1.410 0.008
O: -2.501 -2.085 0.484
H: -4.061 0.185 -1.156
H: -2.627 0.930 -1.196
O: -3.159 -0.076 -1.375
H: 3.511 -0.056 -1.575
H: 3.566 -1.459 -1.891
O: 4.054 -0.651 -2.110
H: 0.294 0.780 3.223
H: -0.971 1.336 2.650
O: -0.514 1.230 3.494
H: -2.218 3.190 0.372
H: -1.550 2.781 1.760
O: -2.227 3.312 1.355

***

Computed, not measured: a gas-phase ion, CH2Cl2O3PS (charge -1) at a distorted geometry, with ωB97M-V/def2-TZVPD.

The SMILES is O=P(C(Cl)Cl)=[S@@H](=O)[O-]. Its net charge is -1. For the gap between HOMO and LUMO, the calculation gives 7.77 eV. For the LUMO energy, the calculation gives 0.1216 Ha. The energy above the lowest of the compared OMol25 structures with the same formula, charge and spin is 0.00 kJ/mol. Its spin multiplicity is 1. Its electronic energy is -1924.9933 Eh.

Element x y z (Å)
C: -1.144 -1.577 0.272
O: -1.784 2.348 -0.773
O: -3.615 -0.874 -0.486
O: -0.590 1.071 1.110
P: -2.249 -0.663 -0.967
S: -1.154 1.118 -0.264
Cl: 0.606 -1.388 -0.065
Cl: -1.509 -3.254 0.121
H: -1.230 -1.104 1.200
H: -0.060 1.153 -1.015

***

Computed, not measured: a single C4H7NO molecule, with ωB97M-V/def2-TZVPD.

For the gap between HOMO and LUMO, the calculation gives 9.27 eV. For the LUMO energy, the calculation gives 0.0295 Ha. The energy above the lowest of the compared OMol25 structures with the same formula, charge and spin is 319.63 kJ/mol. Its spin multiplicity is 1. Its electronic energy is -286.5099 Eh.

Element x y z (Å)
O: -1.276 -2.209 -0.428
C: -1.744 -1.120 -0.196
C: -0.916 0.084 0.155
C: 0.564 -0.244 0.185
C: 2.136 1.537 -0.523
N: 1.411 0.932 0.398
H: -2.837 -0.943 -0.227
H: -1.258 0.472 1.123
H: -1.124 0.880 -0.574
H: 0.804 -0.983 0.954
H: 1.773 1.063 -1.476
H: 0.902 -0.656 -0.762
H: 1.566 1.187 1.371

***

Computed, not measured: a single C5H5N5OS molecule at a distorted geometry, with ωB97M-V/def2-TZVPD.

The SMILES is Cc1nonc1-c1n[nH]c(=S)[nH]1. For the gap between HOMO and LUMO, the calculation gives 8.23 eV. For the LUMO energy, the calculation gives -0.0109 Ha. The energy above the lowest of the compared OMol25 structures with the same formula, charge and spin is 0.00 kJ/mol. Its spin multiplicity is 1. Its electronic energy is -940.6610 Eh.

Element x y z (Å)
C: 1.951 1.551 0.035
C: 1.908 0.029 0.008
C: 0.787 -0.820 -0.044
C: -0.573 -0.338 -0.080
C: -2.850 -0.426 0.062
H: 1.456 1.888 -0.919
H: 2.986 1.851 0.141
H: 1.462 1.856 0.978
H: -2.728 1.740 -0.307
H: -1.622 -2.134 -0.081
N: 2.954 -0.761 0.144
N: 1.154 -2.086 -0.041
N: -0.975 0.898 -0.092
N: -2.298 0.854 0.124
N: -1.706 -1.135 -0.021
O: 2.535 -2.008 0.034
S: -4.442 -0.960 0.057

***

Computed, not measured: a molecular structure, C68H60ClN14O2P2SiV at a distorted geometry, with ωB97M-V/def2-TZVPD.

Its net charge is +1. For the gap between HOMO and LUMO (alpha / beta), the calculation gives 6.27 / 5.46 eV. For the LUMO energy (alpha / beta), the calculation gives -0.0770 / -0.0769 Ha. Its spin multiplicity is 2. As for the expectation value of S²: 0.7720. Its electronic energy is -5920.6817 Eh.

Element x y z (Å)
V: -0.238 1.480 -0.739
C: 2.154 2.099 4.071
N: 1.493 1.493 2.950
C: 1.033 0.215 2.919
C: 0.405 0.043 1.721
N: 0.477 1.194 1.012
C: 1.136 2.067 1.767
P: 1.519 3.750 1.195
C: -0.167 4.082 0.589
N: -0.803 3.294 -0.280
C: -1.949 3.933 -0.616
C: -2.012 5.126 0.047
N: -0.882 5.219 0.795
C: -0.529 6.304 1.666
C: 2.098 3.248 -0.456
N: 1.452 2.422 -1.282
C: 2.151 2.432 -2.446
C: 3.232 3.257 -2.329
N: 3.196 3.773 -1.072
C: 4.107 4.740 -0.526
H: 1.831 1.600 4.984
H: 3.240 2.007 3.989
H: 1.889 3.154 4.137
H: 1.155 -0.445 3.750
H: -0.121 -0.815 1.360
H: -2.667 3.502 -1.284
H: -2.754 5.898 0.050
H: -1.321 7.050 1.643
H: -0.412 5.948 2.692
H: 0.410 6.763 1.345
H: 1.843 1.866 -3.307
H: 4.002 3.512 -3.031
H: 5.072 4.663 -1.026
H: 3.728 5.754 -0.672
H: 4.234 4.571 0.544
C: -1.159 -4.592 0.293
N: -1.044 -3.307 -0.352
C: -0.009 -2.455 -0.414
N: -0.359 -1.355 -1.053
C: -1.643 -1.599 -1.398
N: -2.086 -2.757 -0.983
C: -1.144 -4.494 1.805
C: -2.182 -5.012 2.570
C: -2.121 -4.992 3.956
C: -1.036 -4.434 4.604
C: -0.010 -3.871 3.847
C: -0.064 -3.918 2.456
C: 1.103 -3.214 4.491
N: 1.234 -2.916 5.751
N: 2.379 -2.240 5.890
C: 2.922 -2.149 4.713
O: 2.157 -2.756 3.771
C: 4.124 -1.442 4.335
C: 4.887 -0.758 5.280
C: 6.007 -0.061 4.867
C: 6.351 -0.008 3.523
C: 5.587 -0.678 2.576
C: 5.891 -0.613 1.097
N: 4.671 -0.467 0.349
C: 3.791 0.545 0.386
N: 2.744 0.259 -0.353
C: 3.024 -0.969 -0.831
N: 4.177 -1.439 -0.421
C: 4.487 -1.409 2.992
H: -0.333 -5.237 -0.033
H: -2.102 -5.025 -0.050
H: 0.968 -2.669 -0.033
H: -2.247 -0.925 -1.965
H: -3.042 -5.442 2.080
H: -2.922 -5.423 4.535
H: -0.968 -4.406 5.679
H: 0.751 -3.490 1.895
H: 4.592 -0.789 6.316
H: 6.612 0.462 5.592
H: 7.217 0.556 3.209
H: 6.356 -1.542 0.757
H: 6.556 0.223 0.871
H: 3.953 1.446 0.943
H: 2.367 -1.493 -1.494
H: 3.898 -1.962 2.277
Cl: -1.247 1.606 -2.971
C: -0.688 1.492 -4.612
C: -1.220 2.340 -5.572
C: -0.785 2.243 -6.883
C: 0.186 1.317 -7.225
C: 0.699 0.464 -6.264
C: 0.256 0.522 -4.948
P: 0.836 -0.617 -3.611
C: 2.384 -1.184 -4.437
C: 2.440 -2.182 -5.406
C: 3.637 -2.476 -6.034
C: 4.787 -1.776 -5.710
C: 4.743 -0.796 -4.733
C: 3.552 -0.510 -4.094
C: -0.254 -2.047 -3.982
C: 0.156 -3.306 -3.543
C: -0.668 -4.403 -3.703
C: -1.922 -4.255 -4.277
C: -2.341 -3.005 -4.698
C: -1.513 -1.907 -4.554
H: -1.972 3.060 -5.291
H: -1.203 2.895 -7.634
H: 0.543 1.246 -8.240
H: 1.442 -0.266 -6.542
H: 1.544 -2.722 -5.679
H: 3.670 -3.248 -6.789
H: 5.714 -1.988 -6.220
H: 5.638 -0.251 -4.471
H: 3.517 0.252 -3.327
H: 1.136 -3.425 -3.094
H: -0.337 -5.379 -3.375
H: -2.568 -5.111 -4.392
H: -3.318 -2.884 -5.142
H: -1.844 -0.938 -4.902
O: -2.046 0.863 -0.223
Si: -3.267 0.685 0.758
C: -2.511 0.516 2.509
C: -2.105 1.663 3.183
C: -1.540 1.604 4.445
C: -1.365 0.376 5.063
C: -1.724 -0.782 4.394
C: -2.275 -0.708 3.126
C: -4.500 2.153 0.821
C: -5.019 2.595 2.034
C: -5.975 3.594 2.093
C: -6.443 4.174 0.928
C: -5.950 3.744 -0.293
C: -4.998 2.740 -0.339
C: -4.418 -0.775 0.341
C: -4.740 -1.078 -0.977
C: -5.581 -2.126 -1.297
C: -6.136 -2.901 -0.292
C: -5.863 -2.592 1.030
C: -5.019 -1.537 1.337
H: -2.255 2.626 2.713
H: -1.260 2.515 4.962
H: -0.949 0.317 6.059
H: -1.577 -1.743 4.867
H: -2.526 -1.623 2.606
H: -4.683 2.139 2.953
H: -6.367 3.909 3.051
H: -7.197 4.947 0.969
H: -6.325 4.182 -1.208
H: -4.651 2.389 -1.302
H: -4.335 -0.473 -1.774
H: -5.798 -2.341 -2.335
H: -6.799 -3.721 -0.534
H: -6.305 -3.179 1.825
H: -4.835 -1.289 2.372

***

- Look up the electronic energy of the third one.
  -926.1127 Eh